C23H21N6SbSeZn as an isolated structure. Source: OMol25; level of theory: the ωB97M-V functional and the def2-TZVPD basis.

Atoms and positions in Å:
Zn1 -0.213 0.074 0.223
C1 1.236 -2.072 -1.804
C2 2.225 -1.219 -1.073
C3 3.592 -1.357 -1.270
C4 4.469 -0.554 -0.574
C5 3.961 0.385 0.317
C6 2.594 0.493 0.483
N1 1.742 -0.305 -0.211
Sb1 1.966 2.008 1.904
C7 0.528 2.894 0.553
C8 0.439 4.271 0.489
C9 -0.314 4.849 -0.526
C10 -0.910 4.033 -1.466
C11 -0.802 2.653 -1.355
C12 -1.400 1.749 -2.394
N2 -0.119 2.101 -0.333
C13 0.598 0.710 2.953
C14 0.576 0.785 4.331
C15 -0.193 -0.130 5.045
C16 -0.880 -1.105 4.356
C17 -0.827 -1.141 2.967
C18 -1.544 -2.220 2.211
N3 -0.119 -0.226 2.283
H1 1.741 -2.791 -2.444
H2 0.604 -2.618 -1.102
H3 0.582 -1.460 -2.428
H4 3.953 -2.097 -1.970
H5 5.538 -0.653 -0.718
H6 4.630 1.026 0.876
H7 0.974 4.888 1.199
H8 -0.400 5.925 -0.602
H9 -1.453 4.456 -2.301
H10 -1.483 2.270 -3.346
H11 -0.779 0.864 -2.544
H12 -2.401 1.423 -2.114
H13 1.161 1.534 4.848
H14 -0.229 -0.094 6.126
H15 -1.452 -1.858 4.881
H16 -1.429 -3.173 2.724
H17 -2.615 -2.011 2.154
H18 -1.157 -2.333 1.200
Se1 -3.119 -3.108 -2.143
N4 -4.594 -2.333 -1.603
C19 -4.222 -1.302 -0.857
C20 -5.099 -0.380 -0.213
C21 -4.537 0.625 0.506
C22 -3.124 0.739 0.597
N5 -2.276 -0.079 0.024
C23 -2.807 -1.116 -0.716
N6 -2.023 -1.977 -1.329
H19 -6.171 -0.493 -0.305
H20 -5.150 1.354 1.018
H21 -2.689 1.552 1.171

For the highest occupied orbital energy, the calculation gives -15.20 eV. The calculation puts the frontier orbital gap at 8.27 eV. As for the charge: +2.